DFT (wB97M-V/def2-TZVPD) results for 2 unconnected molecules or ions with the total composition C11H27F3O7P3 at a distorted geometry.

XYZ file:
```
51
Properties=species:S:1:pos:R:3:forces:R:3:mulliken_charge:R:1
C 1.6967 -5.1137 0.7503 0.1 1.0 0.3 -1.124
P 2.6863 -4.1115 -0.4424 0.3 -0.9 -1.3 -0.034
C 4.2337 -3.7146 0.4597 -0.4 -0.2 0.6 -1.033
C 1.6832 -2.5869 -0.6490 0.2 0.7 0.1 -0.112
C 1.6825 -2.0294 -2.1406 -0.4 -0.3 1.0 -0.562
O 1.6329 -0.6293 -2.1167 0.8 -0.5 0.4 -0.572
P 1.0546 -0.1759 -0.4994 -2.0 1.6 -0.5 0.942
C 2.4024 1.1267 -0.1960 -0.1 -0.4 0.5 -1.153
C 2.9758 1.1722 1.2164 0.9 0.3 -0.8 -0.406
O 2.1992 1.9798 2.1115 0.1 -0.4 0.3 -0.379
C 1.3405 1.2762 2.9498 -0.5 0.2 -0.2 -0.219
C 1.4939 1.7190 4.3869 -0.3 -0.5 -0.2 0.925
F 0.9861 2.9352 4.6206 0.2 0.5 0.0 -0.278
F 2.7533 1.6917 4.8217 0.4 0.2 0.1 -0.282
F 0.7939 0.8818 5.1849 -0.2 -0.3 0.2 -0.291
O 2.0294 -1.4818 0.1412 0.0 -0.5 0.0 -0.324
H 0.7809 -5.4125 0.2451 0.0 -0.2 0.0 0.330
H 2.2605 -5.9808 1.0861 0.0 -0.1 0.0 0.393
H 1.4081 -4.4886 1.6003 0.0 -0.2 0.2 0.306
H 4.0694 -3.0120 1.2774 0.2 0.2 -0.1 0.256
H 4.5706 -4.6529 0.9088 0.0 -0.1 -0.1 0.378
H 5.0147 -3.3960 -0.2239 -0.1 0.3 0.0 0.302
H 0.6719 -2.9240 -0.3792 -0.1 0.0 -0.2 0.276
H 2.5967 -2.4251 -2.5910 -0.1 0.2 -0.6 0.459
H 0.7553 -2.4195 -2.5754 0.3 -0.3 -0.5 0.243
H 0.2276 0.9088 -1.0334 0.1 -0.1 -0.2 -0.413
H 0.3909 0.0344 0.7845 0.5 0.3 0.2 -0.108
H -0.0855 -1.0177 -0.8244 0.3 -0.5 0.4 -0.151
H 1.9277 2.0984 -0.3463 -0.1 0.0 -0.1 0.432
H 3.1925 1.0477 -0.9449 0.1 -0.2 0.1 0.442
H 3.9472 1.6768 1.1569 0.0 0.1 0.2 0.276
H 3.1770 0.1774 1.6183 -0.3 0.0 0.2 0.301
H 1.4527 0.1922 2.9183 0.3 0.0 -0.1 0.315
H 0.2987 1.4757 2.6777 -0.1 -0.1 0.0 -0.079
C -3.5342 2.8700 -3.8969 -0.1 0.0 -0.1 -0.718
O -3.4412 1.6968 -3.0732 1.7 2.1 0.5 -0.298
P -3.3833 1.8683 -1.4516 -3.2 -3.1 1.3 1.093
O -2.8720 0.6045 -0.9322 0.4 0.0 -0.1 -0.667
O -5.0049 2.0311 -1.3038 -0.1 0.1 0.3 -0.327
C -5.8358 0.9717 -1.7569 0.0 0.0 -0.1 -0.649
O -3.1331 3.0609 -0.4275 1.0 1.1 -1.9 -0.337
C -3.0665 2.6749 0.9515 0.3 0.0 0.4 -0.514
H -3.7128 2.5405 -4.9172 0.0 -0.1 0.0 0.236
H -4.3639 3.5077 -3.5789 0.0 0.0 0.0 0.326
H -2.6032 3.4358 -3.8663 0.0 0.0 0.0 0.302
H -5.3295 0.0086 -1.6797 0.0 0.0 0.0 0.324
H -6.1438 1.1408 -2.7913 0.0 0.0 0.0 0.220
H -6.7257 0.9633 -1.1286 0.0 0.0 0.0 0.240
H -2.1252 2.1729 1.1644 0.0 -0.1 -0.1 0.205
H -3.9062 2.0321 1.2095 0.0 0.0 -0.1 0.270
H -3.1201 3.5982 1.5250 0.0 0.0 -0.1 0.239
```
Positions in Å, forces in eV/Å.

Values from the calculation:
Charge = -1
Frontier orbital gap = 0.23958 hartree
Molar mass = 421.25 g/mol
Largest force on an atom = 0.0898 hartree/bohr
Energy = -62196.3672 eV